1.
DFT (ωB97M-V/def2-TZVPD) results for C30H84BrClN22NbO18 as an isolated structure in a non-equilibrium geometry.

Values from the calculation:
E = -6844.063398 hartree
Frontier orbital gap = 5.79 eV
Maximum force = 2.7 eV/Å
2S+1 = 1
Net charge = -1

Geometry (Å):
1 H -3.107 3.258 0.504
2 O -1.852 5.394 0.740
3 N -2.830 10.151 -2.536
4 H -1.485 -5.104 1.091
5 H -5.604 -3.205 -1.048
6 O -7.515 -3.776 0.767
7 C -1.875 -5.760 1.866
8 C -1.390 1.158 5.931
9 H 0.590 1.477 -1.474
10 N 5.548 -2.560 -4.781
11 H -0.248 -0.990 6.244
12 O -1.102 -2.650 1.237
13 H -3.950 -5.259 1.758
14 H 9.237 -1.323 -6.970
15 Cl -5.020 -1.327 2.849
16 C 1.000 -2.992 2.341
17 H -2.093 -3.960 3.817
18 H 6.410 2.879 4.611
19 N 2.192 2.974 -5.419
20 O -4.075 9.118 -0.947
21 C -2.534 0.949 4.931
22 H 1.506 3.657 -5.674
23 Nb -2.835 -2.031 1.959
24 H 10.178 -2.654 -7.537
25 H 2.113 -4.318 4.204
26 H 9.355 -0.275 -4.631
27 N -8.841 -2.661 -1.821
28 H 0.394 -0.356 8.724
29 H -6.945 -4.230 -5.262
30 H 5.128 -3.195 -4.129
31 C -5.352 -2.946 -0.007
32 H -7.822 -1.911 1.627
33 O -2.880 -0.377 4.674
34 N -3.687 4.064 0.656
35 H 0.356 6.511 1.128
36 H -0.869 -1.561 9.156
37 Br -3.720 -6.665 3.819
38 H -5.667 -1.060 -4.345
39 C 7.533 0.410 -3.877
40 H -0.421 1.012 5.442
41 N 7.392 1.288 -4.905
42 C -0.208 -1.193 8.375
43 H -3.453 7.227 1.109
44 H -11.279 -0.578 -1.889
45 H 5.358 -0.760 0.354
46 H 0.098 -1.046 1.971
47 H 3.312 7.175 2.925
48 N -5.178 -1.861 -3.996
49 C 0.143 -2.040 1.530
50 H 4.002 3.438 2.136
51 H -3.379 0.682 1.566
52 H -7.176 -2.528 -5.447
53 N 5.713 3.112 3.931
54 N 8.661 -0.349 -3.906
55 H 1.637 -3.894 6.418
56 H -3.846 -3.789 3.914
57 H 2.940 5.330 -4.828
58 N -2.093 8.194 -1.551
59 H -2.105 -6.717 1.389
60 N 5.978 -4.283 -6.253
61 O -9.796 -1.619 -3.590
62 H 5.559 -4.949 -5.633
63 H 0.495 -2.003 8.161
64 C 5.367 2.138 3.017
65 N 12.438 -1.516 -7.242
66 O 4.194 2.425 -4.518
67 H 8.063 1.383 -5.644
68 N 4.238 1.531 -1.561
69 N -10.601 -1.208 -1.505
70 H 4.997 1.567 -2.221
71 H 4.130 1.806 1.449
72 H -3.417 -2.411 -0.687
73 C -3.014 -3.931 3.226
74 C -3.152 -5.229 2.488
75 H 13.259 -0.965 -7.078
76 H 0.685 -1.924 0.584
77 H -1.136 -5.991 2.630
78 H 0.670 4.825 0.979
79 H -1.257 8.206 -2.103
80 C 2.127 5.813 1.986
81 N 10.138 -1.721 -7.176
82 H -2.231 7.440 -0.898
83 O -1.618 0.213 -1.524
84 H 2.004 2.005 -5.594
85 H 1.075 -0.027 -0.731
86 H 12.537 -2.443 -7.608
87 O -1.522 0.414 7.116
88 C -9.748 -1.825 -2.385
89 O 3.262 0.630 0.293
90 O 11.144 0.191 -6.497
91 H -1.153 -0.322 3.575
92 N -6.650 -3.292 -5.067
93 C -5.549 -3.150 -4.263
94 O 5.899 1.031 3.039
95 C -8.009 -2.971 1.822
96 H -2.011 10.199 -3.110
97 N 0.958 5.731 1.305
98 N 5.298 -0.114 -0.411
99 H -3.423 1.425 5.358
100 H 0.366 -5.065 6.192
101 C -3.076 5.259 0.798
102 N 4.420 2.507 2.129
103 H 0.797 1.447 0.266
104 H 6.347 -4.597 -7.130
105 H -5.900 -4.952 0.429
106 O 6.581 -2.154 -6.758
107 H -3.418 -0.062 -0.009
108 C -3.828 -3.016 0.132
109 C -1.001 0.520 -0.524
110 H 1.885 7.879 2.253
111 O 0.623 -2.998 3.703
112 H -1.731 -1.614 6.919
113 C -6.106 -3.959 0.840
114 H 0.796 -3.989 1.926
115 C 0.740 -4.103 5.837
116 H -1.458 -1.845 4.509
117 H 5.293 4.021 3.944
118 C -1.886 -1.084 3.860
119 H -1.424 2.213 6.223
120 O 2.863 4.856 2.220
121 H 8.796 -1.007 -3.163
122 C -2.824 0.011 0.903
123 H -3.455 -4.029 -0.048
124 O 6.689 0.305 -2.993
125 C 1.032 -4.182 4.340
126 H -9.083 -3.156 1.895
127 H 0.534 -5.066 3.930
128 C 6.068 -2.944 -5.977
129 H -0.031 -3.368 6.053
130 C 4.205 0.676 -0.503
131 C 3.382 3.281 -4.825
132 H 6.043 -0.057 -1.084
133 H -3.527 10.867 -2.618
134 H -4.381 -1.728 -3.400
135 H -5.740 -1.935 0.125
136 H -4.892 6.277 1.047
137 H 6.561 1.856 -4.912
138 O -1.525 0.636 0.696
139 C -0.940 -0.874 7.081
140 H -8.192 -3.119 -2.435
141 H 2.071 -2.806 2.197
142 N 3.596 4.613 -4.590
143 C 11.232 -0.944 -6.944
144 H -5.740 -3.956 1.870
145 H -10.573 -1.355 -0.515
146 H -7.558 -3.220 2.783
147 H -2.290 1.492 4.005
148 H 3.451 2.137 -1.687
149 H -8.768 -2.839 -0.833
150 N 2.456 7.073 2.416
151 H 5.596 -1.583 -4.545
152 C -3.066 9.149 -1.631
153 H -4.680 3.943 0.702
154 O -4.949 -4.110 -3.815
155 N -3.893 6.332 1.005
156 H 4.458 4.867 -4.146
157 C 0.469 0.858 -0.583

2.
DFT (ωB97M-V/def2-TZVPD) results for a 14-piece molecular cluster, C46H93BF5N3O46P5 overall in a non-equilibrium geometry.

Values from the calculation:
E = -7665.504657 hartree
Frontier orbital gap = 8.21 eV
Maximum force = 5.1 eV/Å
2S+1 = 1
Net charge = -1

Geometry (Å):
1 C 5.976 -0.360 1.954
2 C 4.123 -0.182 -2.492
3 H -0.122 3.587 5.423
4 O -2.346 -0.062 3.763
5 H 3.331 3.112 -2.624
6 C -7.332 2.025 2.586
7 C 5.730 -6.457 -4.106
8 O 6.605 -3.424 0.402
9 C -3.601 2.243 7.127
10 C 3.348 1.972 1.551
11 H 7.082 3.732 0.657
12 P 3.163 -5.709 -4.487
13 H -7.829 1.087 2.338
14 C -3.677 4.167 5.899
15 H 1.290 3.868 1.173
16 H 2.185 1.769 -5.250
17 H 3.776 -0.382 -1.478
18 O -5.403 0.809 0.443
19 H -1.592 0.070 7.566
20 H -2.962 -0.554 -0.750
21 O 3.299 -4.121 -4.784
22 H 6.081 -7.396 -3.678
23 H 3.512 0.896 1.493
24 H -3.616 -5.639 -7.841
25 O 6.934 3.342 2.722
26 O -1.517 -0.502 1.716
27 H 0.933 -4.122 -2.389
28 C 3.744 5.988 2.197
29 O 0.495 -0.761 0.412
30 H -3.185 2.622 4.390
31 N -5.387 -3.484 -6.104
32 H 3.942 5.304 3.022
33 H 6.499 5.035 1.501
34 C -4.278 -4.424 -5.961
35 C -3.161 3.384 1.713
36 C -4.000 2.964 5.028
37 H 5.746 -6.520 -5.194
38 C -0.110 4.658 5.221
39 O -1.469 1.138 -6.852
40 H -6.268 -3.977 -6.052
41 C -4.473 -5.481 -7.186
42 H 5.159 -6.741 -0.373
43 H 1.876 -4.235 -6.302
44 H 5.030 1.864 -0.657
45 H -5.273 2.507 -2.253
46 H 2.573 2.183 2.287
47 H 2.819 6.512 2.438
48 O -4.384 2.639 2.046
49 C 5.193 -2.242 -2.574
50 C 2.566 -3.532 -5.834
51 N -3.856 -1.010 -0.633
52 H 6.313 -4.498 4.218
53 O -3.227 3.529 7.102
54 O 0.857 6.088 3.803
55 C -0.471 5.977 3.503
56 C 0.603 -0.885 -0.907
57 H 6.742 -2.826 4.395
58 C -1.303 -0.962 7.365
59 H 2.048 5.289 5.368
60 H 5.690 -0.666 0.947
61 H 2.256 9.019 -1.229
62 C 1.826 -4.740 -2.305
63 P 5.729 2.192 2.804
64 H 3.412 -0.528 -3.241
65 H -2.465 3.487 2.546
66 H 2.033 -2.714 -5.351
67 O -5.052 3.311 -0.342
68 H -3.085 -2.954 -6.911
69 F -0.316 5.349 6.356
70 P -5.416 2.233 0.866
71 H 3.624 -6.567 0.325
72 H -2.846 -3.332 -1.997
73 C -1.371 -2.122 -5.012
74 C 1.257 1.349 -4.862
75 O -0.291 2.107 3.661
76 O 3.395 7.409 -0.568
77 O -0.071 1.341 1.508
78 C 6.551 -3.598 3.650
79 H 1.329 3.672 -0.556
80 H 1.754 4.273 4.085
81 C -1.622 0.157 2.816
82 C -7.850 -2.224 -2.912
83 H -8.228 -2.677 -3.829
84 P 5.344 -3.728 1.196
85 O 5.408 -3.302 2.757
86 O 3.363 5.040 -1.713
87 O 1.896 -5.711 -3.382
88 H 4.801 1.524 -3.743
89 H 8.185 4.617 1.806
90 C -4.756 -1.604 3.260
91 C -5.820 -1.401 -1.849
92 O 6.344 1.011 1.900
93 C -4.291 -1.606 -1.834
94 H -4.329 -0.668 2.899
95 H 2.946 -3.460 2.469
96 H -0.273 2.285 -3.517
97 O 4.486 2.791 1.883
98 O -5.631 -3.501 2.530
99 H 4.401 -2.624 -3.218
100 H -2.149 -4.394 -6.386
101 O -1.015 5.085 4.306
102 O -3.211 -2.023 7.843
103 C -0.572 1.280 2.775
104 C -0.619 1.448 -6.051
105 C 7.191 4.203 1.633
106 C 2.764 -3.124 1.448
107 H 6.507 -5.722 -3.893
108 N 3.106 2.127 -2.616
109 H -8.062 2.631 3.122
110 O -6.445 -1.978 -3.010
111 C 4.378 1.344 -2.755
112 H -4.868 3.276 4.447
113 H 2.561 -3.935 -2.336
114 O 5.280 1.871 4.214
115 H 4.556 6.714 2.149
116 P 3.137 5.778 -0.427
117 H -4.454 -0.237 -0.378
118 H -2.580 2.863 0.951
119 F -3.309 -3.310 2.568
120 H -2.913 4.798 5.444
121 H -3.917 -1.185 -2.767
122 O -1.201 0.515 -0.550
123 H -5.336 -2.845 -5.324
124 O -4.230 1.896 5.998
125 H 3.352 8.362 -2.447
126 H -1.192 -1.638 -4.052
127 H -8.030 -2.908 -2.082
128 C 0.408 2.483 -4.345
129 H 6.143 -2.643 -2.928
130 H -6.111 -1.824 -0.888
131 O -1.018 6.589 2.602
132 H -6.853 2.777 -1.525
133 O 3.938 -3.078 0.659
134 O 5.371 -0.845 -2.675
135 C 2.702 8.101 -1.612
136 O 2.965 -6.642 -5.610
137 H -4.303 -1.728 4.243
138 H -0.423 -0.858 6.730
139 O 1.605 5.616 0.053
140 O -7.854 -2.870 3.011
141 H 6.351 1.637 -1.743
142 O 4.501 -6.066 -3.578
143 H -4.437 -2.474 1.297
144 O -3.338 1.518 8.039
145 F -4.782 4.823 6.162
146 O -1.173 -1.755 8.529
147 H 2.972 1.887 -1.644
148 H 2.933 2.123 0.555
149 B -0.574 0.160 0.750
150 H -6.025 4.106 -1.962
151 H -5.389 -5.398 -7.772
152 H -1.319 -1.334 -5.763
153 O -0.518 2.601 -5.416
154 O -2.698 -2.612 9.997
155 C -6.650 -2.642 2.947
156 C -2.535 -1.594 6.702
157 H -4.599 -6.473 -6.752
158 C -2.908 -3.665 -6.103
159 H -0.112 4.427 0.083
160 O 1.309 -1.680 -1.554
161 O -0.861 0.079 -2.682
162 H 1.765 -5.088 -1.274
163 H -3.036 -0.882 6.046
164 H -8.470 -1.343 -2.746
165 O 3.905 5.292 0.952
166 H 3.141 -3.033 -6.614
167 C 0.962 4.322 0.238
168 H 1.534 0.729 -4.010
169 H -6.170 -0.373 -1.756
170 C -5.819 3.123 -1.539
171 O -6.861 2.712 1.484
172 H 2.001 -3.796 1.055
173 H 5.428 3.057 -1.905
174 C -4.472 -2.767 2.346
175 H 7.468 -3.781 3.089
176 H 2.364 -2.110 1.464
177 H 5.030 -2.513 -1.531
178 C -2.352 -2.182 8.873
179 F -2.188 -2.667 5.971
180 H -3.432 4.365 1.324
181 H 5.216 -0.651 2.679
182 C 5.322 1.992 -1.700
183 H -0.507 -2.759 -5.202
184 H -6.530 1.704 3.252
185 C -3.894 -3.076 -1.840
186 H 1.868 7.514 -1.996
187 F 1.154 3.638 -4.162
188 C -0.536 -0.034 -1.546
189 H -4.172 -3.639 -0.949
190 H -4.220 -4.858 -4.963
191 H 4.070 -5.286 -0.683
192 H -4.495 -3.635 -2.558
193 O 0.494 0.702 -5.872
194 C 1.257 5.058 4.655
195 O -6.109 -1.492 3.325
196 O -2.599 -2.866 -4.956
197 H 6.787 -1.028 2.245
198 C 4.497 -5.980 0.041
199 O 5.106 -5.319 1.172